The following is a DFT calculation (ωB97M-V/def2-TZVPD) of a 2-piece molecular cluster, C26H50N4O6S2 overall.

The geometry in XYZ format:
```
88
Properties=species:S:1:pos:R:3:forces:R:3
C 3.78622 0.47594 -2.55105 0.2 -0.1 0.6
C 2.13551 0.63156 -2.51922 0.7 0.9 -0.2
C 1.59323 0.84761 -0.94734 0.9 0.7 -0.6
C 0.03073 0.37044 -0.81781 0.2 0.8 -1.0
C -0.18702 -1.17884 -0.30086 2.0 0.0 -2.1
S -1.61637 -1.86550 -1.37971 -0.4 0.4 -0.5
C 1.07566 -2.19470 -0.71145 -0.7 -1.0 0.7
C 2.21913 -2.35820 0.43995 2.4 -0.4 -1.3
C 2.34819 -3.93018 0.99841 -0.9 0.9 0.1
C 3.67965 -2.09419 -0.33529 0.6 -0.6 0.6
N -0.42100 -1.35055 1.17496 -3.2 2.6 0.5
C -0.97347 -2.69312 1.56804 -1.3 -2.0 1.4
C -0.32689 -3.30737 2.98434 -2.1 -0.1 -0.2
C -0.40031 -4.97871 3.01333 5.4 -3.1 2.0
O 0.68939 -5.61994 3.44199 -7.2 3.9 -2.8
O -1.62870 -5.73317 2.63451 3.3 1.7 -0.8
C -1.35803 -0.25548 1.72864 0.1 0.0 -0.9
N -1.65651 -0.12897 3.08359 1.1 -0.9 -2.3
C -2.59494 0.88497 3.69389 -1.6 -0.1 1.3
N -1.93347 0.68685 0.74437 0.2 -1.0 1.8
C -3.33218 0.59143 0.37477 -2.7 -1.1 -0.4
C -4.32803 1.85969 0.68681 -0.2 2.8 1.5
C -5.88695 1.73566 0.09932 0.4 0.0 1.0
N -4.02102 2.98408 1.41152 -0.5 -4.9 -2.9
C -0.96978 1.48509 -0.07145 2.5 -0.6 0.2
C -0.17038 2.33199 1.13648 0.3 0.7 0.3
C 0.26994 3.84693 0.74674 -0.2 0.9 0.5
C 0.94898 4.62266 2.05628 -0.2 0.1 -0.1
O 1.09387 3.75194 3.23936 1.0 0.3 -1.3
C 2.46124 3.22431 3.37257 -0.2 -0.1 0.3
C -1.61648 2.44476 -1.22617 -2.4 0.0 0.5
S -0.46177 3.15079 -2.50986 -0.1 -0.5 -0.1
C -0.73911 2.25895 -4.15666 -1.3 -0.9 -0.7
C -2.27273 2.54138 -4.73387 0.5 -0.2 -0.8
H 4.18735 0.77260 -1.46641 -0.8 -0.7 -2.4
H 4.13996 -0.62390 -2.79378 -0.9 2.3 0.5
H 4.30555 1.22334 -3.29222 -1.2 -1.5 1.3
H 1.91119 1.63156 -3.13242 0.2 -2.2 1.5
H 1.56495 -0.21953 -3.08258 1.3 1.3 1.2
H 1.76023 2.02117 -0.79566 -0.8 -2.6 -0.1
H 2.32495 0.34943 -0.15625 -1.7 0.7 -1.8
H -0.36787 0.35276 -1.94557 1.0 0.0 2.6
H -1.30152 -1.52263 -2.73102 0.2 -0.2 2.0
H 0.57016 -3.27059 -0.83242 1.1 2.4 0.1
H 1.52176 -1.96147 -1.77508 -0.9 -0.2 2.2
H 2.19515 -1.57270 1.30550 -0.5 -1.6 -1.5
H 1.29292 -4.42284 0.86894 2.0 0.6 0.4
H 3.11044 -4.52459 0.33873 -1.5 1.2 1.3
H 2.63820 -3.91737 2.15625 -0.5 -0.3 -2.7
H 3.63768 -2.40418 -1.47827 0.1 0.6 2.4
H 4.07601 -1.00257 -0.16041 -0.9 -2.1 -0.5
H 4.49276 -2.82036 0.14995 -1.7 1.6 -1.0
H -2.15229 -2.55068 1.69319 2.5 -0.7 -0.2
H -0.83859 -3.55749 0.79427 0.0 2.3 0.9
H -1.09529 -2.97126 3.83386 1.9 -0.7 -1.5
H 0.75784 -2.89920 3.15230 -2.1 -1.3 -0.3
H -1.37682 -6.32947 1.85238 -0.2 1.0 1.8
H -1.19197 -0.79645 3.77064 -0.8 1.0 -1.6
H -3.64810 0.79795 3.16371 2.4 0.6 1.0
H -2.79844 0.55030 4.82254 0.7 0.6 -2.6
H -2.18118 1.97648 3.76571 -0.6 -2.2 -0.6
H -3.43443 0.30764 -0.78049 0.2 0.6 2.5
H -3.82567 -0.34040 0.93828 1.0 1.9 -1.2
H -6.61442 2.15022 0.95033 1.7 -0.9 -1.9
H -6.18186 0.59884 -0.09789 0.8 2.6 0.2
H -6.02073 2.41458 -0.85517 0.4 -1.6 1.9
H -3.02318 2.89237 1.70214 -0.6 0.0 -0.3
H 0.76036 1.71521 1.55932 -1.9 1.2 -1.2
H -0.88454 2.45241 2.08735 1.4 -0.3 -2.3
H 1.00600 3.96039 -0.15428 -1.5 -0.6 1.6
H -0.69546 4.49769 0.48150 2.1 -1.6 0.4
H 2.02010 4.99549 1.75919 -2.2 -0.3 0.5
H 0.22060 5.50321 2.37859 1.8 -1.8 -0.7
H 2.89492 3.02708 2.29859 -0.5 0.3 2.2
H 3.07486 4.03028 3.98468 -0.9 -1.8 -1.4
H 2.38627 2.20193 3.98001 0.2 2.3 -1.3
H -2.48447 1.93364 -1.86797 1.9 0.7 1.6
H -2.15846 3.34669 -0.66477 1.3 -1.9 -1.4
H 0.05636 2.66914 -4.94380 -1.6 -0.8 2.1
H -0.59283 1.08191 -4.03130 -0.1 2.6 -0.3
H -2.20760 2.46604 -5.91917 -0.3 0.1 2.5
H -3.04426 1.72703 -4.36579 1.6 1.7 -0.6
H -2.65111 3.62265 -4.47817 0.8 -2.2 -0.4
C 3.55155 -4.15620 -3.63051 -0.8 2.3 0.3
O 4.22725 -4.29461 -2.58251 0.2 0.9 1.2
O 3.59626 -5.25698 -4.36779 0.3 -2.1 -1.0
O 2.87967 -3.19318 -4.06266 0.2 0.0 0.6
H 4.17318 -5.69952 -3.71270 -0.1 -0.9 -0.8
```
Positions in Å, forces in eV/Å.

## Properties
E: -67672.51076 eV
LUMO: -2.080 eV
gap between HOMO and LUMO: 4.576 eV
M: 578.84 g/mol

***

The following is a DFT calculation (ωB97M-V/def2-TZVPD) of a 10-piece molecular cluster, C51H51N10O4P overall.

The geometry in XYZ format:
```
117
Properties=species:S:1:pos:R:3:forces:R:3
N 7.43293 3.02776 2.13431 0.1 1.0 -0.3
P 6.81286 4.24996 1.39453 0.0 -1.2 1.2
O 7.10434 5.69562 2.03491 -0.1 0.1 -0.2
O 7.27936 4.37093 -0.11517 -0.5 0.3 -0.5
C 5.01216 4.26414 1.27101 0.2 0.3 -0.5
C 4.45936 5.30661 0.64367 0.1 -0.6 0.3
C 2.99525 5.43024 0.53369 -0.7 1.1 -0.5
O 2.47826 6.45392 0.09962 0.5 -0.6 0.1
C 2.16725 4.30919 0.97286 0.2 -0.3 0.1
C 2.69509 3.26848 1.60594 0.0 0.4 -0.2
C 4.14915 3.17836 1.83779 0.3 -0.7 0.4
O 4.60579 2.23154 2.45324 -0.2 0.5 -0.4
H 7.97077 3.33884 2.93386 0.1 -0.5 0.2
H 7.72617 5.57858 2.75624 0.2 0.2 0.3
H 8.14825 3.96725 -0.17830 0.3 -0.2 -0.1
H 5.07744 6.06969 0.20667 0.0 0.4 -0.1
H 1.11948 4.38123 0.75504 -0.4 0.1 0.0
H 2.08945 2.44885 1.94743 -0.1 -0.4 0.1
N 5.89685 4.02845 7.51747 0.0 0.0 0.0
C 5.92158 4.06513 6.18640 0.0 0.0 0.0
C 5.64545 2.97425 5.37576 0.0 0.1 0.1
C 5.32567 1.77244 5.98357 0.0 -0.1 0.0
C 5.29494 1.71344 7.36717 0.0 0.0 0.0
C 5.58629 2.86539 8.08343 0.0 0.0 0.1
H 6.17661 5.02695 5.75183 0.0 0.0 0.0
H 5.68308 3.05912 4.30092 0.0 -0.1 -0.1
H 5.10408 0.89846 5.38489 0.0 0.0 0.0
H 5.05040 0.79505 7.88313 0.0 0.0 0.0
H 5.57074 2.86202 9.16801 0.0 -0.1 0.0
N 0.65374 0.67912 1.73889 -0.1 0.0 0.0
C 1.11296 -0.39141 1.09464 0.1 0.1 0.0
C 0.29600 -1.38521 0.57922 0.0 0.0 0.0
C -1.07397 -1.26204 0.74446 -0.1 -0.1 -0.1
C -1.56830 -0.15640 1.41560 0.0 0.0 0.0
C -0.66597 0.78229 1.88923 0.0 0.1 0.0
H 2.19140 -0.44738 0.98960 0.0 0.0 0.0
H 0.72367 -2.23225 0.06097 0.0 0.0 0.0
H -1.74807 -2.01818 0.35641 0.0 0.0 0.0
H -2.63043 -0.02122 1.56619 0.0 0.0 0.0
H -1.01094 1.66560 2.41567 -0.1 0.0 0.0
N -3.72027 -3.99273 -0.27900 0.1 0.0 0.0
C -3.08524 -5.04420 -0.79590 0.0 0.1 0.0
C -3.27743 -6.34780 -0.36594 0.0 0.1 0.0
C -4.17721 -6.57555 0.66211 0.0 -0.2 0.1
C -4.84607 -5.49478 1.21184 0.0 0.0 0.0
C -4.58374 -4.23010 0.70670 0.0 0.1 0.0
H -2.38762 -4.82171 -1.59678 0.0 0.0 0.0
H -2.73741 -7.16565 -0.82330 0.0 0.0 0.0
H -4.35718 -7.57882 1.02678 0.0 0.0 0.0
H -5.55864 -5.62970 2.01428 0.0 0.0 0.0
H -5.08925 -3.35710 1.10603 0.0 0.0 0.0
N -4.86335 -9.54681 -0.87520 0.0 0.0 -0.1
C -5.50321 -10.52911 -0.24934 0.1 0.0 0.1
C -6.57683 -11.21896 -0.79030 0.0 0.0 0.0
C -7.00900 -10.86653 -2.05846 0.0 0.0 0.0
C -6.35542 -9.84292 -2.72485 0.0 0.0 0.0
C -5.29316 -9.21652 -2.09012 0.1 0.1 0.0
H -5.12596 -10.76504 0.73848 0.0 -0.1 0.0
H -7.05982 -12.00961 -0.23253 0.0 0.0 0.0
H -7.84365 -11.37915 -2.51884 0.0 0.0 0.0
H -6.66289 -9.53271 -3.71371 0.0 0.0 0.0
H -4.75693 -8.40719 -2.57395 0.0 0.0 0.0
N 3.70435 2.82403 -1.67120 0.0 0.0 -0.1
C 4.64498 1.98205 -2.09225 0.0 0.0 0.1
C 5.29629 2.10690 -3.30977 0.0 0.0 0.0
C 4.94842 3.16283 -4.13606 0.0 0.0 -0.1
C 3.96923 4.04768 -3.71602 0.0 0.0 0.0
C 3.38181 3.83279 -2.47886 -0.1 0.0 0.1
H 4.88660 1.17095 -1.41353 0.0 0.0 0.0
H 6.05816 1.39611 -3.59977 0.0 0.0 0.0
H 5.43757 3.29709 -5.09246 0.0 0.0 0.0
H 3.67101 4.88755 -4.32795 0.0 0.0 0.0
H 2.61596 4.50546 -2.10609 0.0 0.0 -0.1
N -4.88704 1.07269 -0.69166 0.0 0.0 0.0
C -3.97770 0.23569 -1.18652 0.0 -0.1 0.1
C -3.38818 0.38620 -2.43163 0.0 0.0 0.0
C -3.76832 1.46614 -3.21096 0.0 0.0 0.0
C -4.71484 2.34701 -2.71429 0.0 0.0 0.0
C -5.23880 2.10663 -1.45358 -0.1 0.0 0.1
H -3.71387 -0.59893 -0.54752 0.0 -0.1 -0.1
H -2.65092 -0.32497 -2.77798 0.0 0.0 0.0
H -3.33242 1.62013 -4.18986 0.0 0.0 0.0
H -5.03848 3.20548 -3.28548 0.0 0.1 0.0
H -5.97692 2.77636 -1.02626 0.0 0.1 0.0
N -5.26587 -8.75320 3.23893 0.0 0.0 0.0
C -5.91369 -9.90323 3.41024 0.0 0.0 -0.1
C -6.07953 -10.51918 4.64054 0.0 0.0 0.0
C -5.53789 -9.90600 5.75838 0.0 0.0 0.0
C -4.85801 -8.70988 5.59902 0.0 0.0 0.0
C -4.75148 -8.17765 4.32288 0.0 0.1 -0.1
H -6.32251 -10.34540 2.50979 -0.1 0.0 0.0
H -6.61782 -11.45350 4.71877 0.0 0.0 0.0
H -5.64335 -10.35353 6.73809 0.0 0.0 0.0
H -4.41861 -8.19872 6.44408 0.0 0.0 0.0
H -4.22855 -7.24231 4.15386 0.0 0.0 0.0
N 8.74013 6.05349 -6.04978 0.0 -0.1 0.0
C 9.56590 5.16531 -6.59760 0.0 0.1 -0.1
C 9.79105 3.89986 -6.07694 0.0 0.0 0.0
C 9.12241 3.53749 -4.91933 0.0 -0.1 0.0
C 8.26045 4.45025 -4.33429 0.0 0.0 0.0
C 8.10532 5.68894 -4.93849 0.0 0.1 0.0
H 10.07061 5.49025 -7.50064 0.0 0.0 0.0
H 10.47263 3.21858 -6.56716 0.0 0.0 0.0
H 9.27058 2.55899 -4.48002 0.0 0.0 0.0
H 7.71803 4.20890 -3.42989 0.0 0.0 0.0
H 7.43771 6.43132 -4.51488 0.0 0.0 0.1
N -5.86739 5.81531 -2.37484 -0.1 0.0 -0.1
C -5.73787 7.07357 -1.96208 0.1 0.0 0.1
C -6.67658 8.06444 -2.20682 0.0 0.0 0.0
C -7.81343 7.73079 -2.92320 0.0 0.0 0.0
C -7.96498 6.42597 -3.36202 0.0 0.0 0.0
C -6.96749 5.51213 -3.06100 0.1 -0.1 0.0
H -4.83272 7.29301 -1.40697 0.0 0.1 0.0
H -6.51814 9.07045 -1.84425 0.0 0.0 0.0
H -8.56959 8.47530 -3.13592 0.0 0.0 0.0
H -8.83646 6.12136 -3.92461 0.0 0.0 0.0
H -7.04854 4.47897 -3.38286 -0.1 0.0 0.0
```
Positions in Å, forces in eV/Å.

## Properties
E: -86092.57439 eV
SMILES string: N=P(O)(O)C1=CC(=O)C=CC1=O.c1ccncc1.c1ccncc1.c1ccncc1.c1ccncc1.c1ccncc1.c1ccncc1.c1ccncc1.c1ccncc1.c1ccncc1
LUMO: -1.291 eV
gap between HOMO and LUMO: 7.795 eV
M: 899.01 g/mol

***

The following is a DFT calculation (ωB97M-V/def2-TZVPD) of an isolated ion of composition C6H8N and charge +1.

The geometry in XYZ format:
```
15
Properties=species:S:1:pos:R:3:forces:R:3
C -0.70818 -0.48226 0.13514 -1.1 -0.6 0.3
C 0.59041 -0.42973 0.45045 -1.4 0.4 -0.8
C -1.98280 -0.44793 0.01043 -1.2 -1.8 -0.4
C 1.91286 0.13344 0.55429 2.1 -0.8 3.4
C -3.15939 0.46646 -0.19278 1.0 1.9 -1.2
C 3.06861 -0.21461 -0.27371 -0.3 1.9 -4.4
N 0.75247 0.86978 0.19801 -0.2 0.7 -0.5
H -2.44568 -1.50639 -0.07472 1.4 1.0 0.6
H 2.22665 0.27836 1.61108 -0.4 0.1 -0.5
H -2.83922 1.52306 -0.51355 -0.6 -1.6 0.7
H -3.75722 0.46233 0.71486 0.0 0.1 0.1
H -3.74079 0.01780 -1.00468 -0.1 0.2 0.2
H 2.68859 -0.57385 -1.34745 1.2 0.7 2.2
H 3.78186 -0.89393 0.14206 0.0 -0.5 0.5
H 3.61186 0.79747 -0.40942 -0.6 -1.6 -0.1
```
Positions in Å, forces in eV/Å.

## Properties
E: -7828.12827 eV
LUMO (spin up / spin down): -5.948 / -5.948 eV
gap between HOMO and LUMO (spin up / spin down): 8.859 / 8.859 eV
charge: +1
energy above the lowest of the compared OMol25 structures with the same formula, charge and spin: 729.4 kJ/mol
M: 94.14 g/mol

***

Among the records above, which one has the highest E?
C6H8N